Entry 1:
57
Properties=species:S:1:pos:R:3 method="wB97M-V/def2-TZVPD" lumo_energy_ev=-3.887 orbital_gap_ev=6.7 charge=+1 spin_multiplicity=1
Ga 1.062 -0.071 0.808
C 4.135 -2.636 -3.703
C 3.006 -1.804 -3.561
C 2.509 -1.392 -2.341
C 3.165 -1.814 -1.170
C 4.344 -2.655 -1.294
C 4.809 -3.001 -2.495
N 2.663 -1.566 0.077
N 3.392 -2.005 1.059
C 2.849 -1.754 2.297
C 3.416 -2.428 3.473
C 2.713 -2.490 4.671
C 1.494 -1.824 4.723
C 0.963 -1.149 3.631
C 1.608 -1.056 2.375
H 4.428 -3.009 -4.668
H 2.387 -1.496 -4.438
H 1.676 -0.701 -2.273
H 4.780 -2.890 -0.303
H 5.758 -3.617 -2.557
H 4.363 -2.985 3.293
H 3.141 -3.036 5.536
H 0.837 -2.063 5.510
H -0.059 -0.693 3.699
O -0.505 -0.912 -0.051
C -1.300 -0.022 0.485
O -0.854 0.732 1.406
C -2.734 -0.012 0.129
C -3.547 1.061 0.550
C -4.854 1.113 0.156
C -5.398 -0.008 -0.479
O -6.715 -0.221 -0.660
C -6.801 -1.579 -1.189
O -5.488 -2.107 -1.168
C -4.647 -1.127 -0.729
C -3.311 -1.221 -0.427
H -3.101 1.923 1.123
H -5.549 1.880 0.564
H -7.149 -1.558 -2.244
H -7.460 -2.261 -0.602
H -2.733 -2.043 -0.792
C 1.253 4.026 1.672
N 0.551 3.915 0.363
C -0.614 4.680 -0.048
C -1.073 4.183 -1.211
N -0.202 3.107 -1.566
C -0.416 2.121 -2.556
C 0.767 2.999 -0.591
Se 2.257 1.848 -0.524
H 1.555 5.040 1.857
H 2.124 3.360 1.635
H 0.649 3.702 2.524
H -0.842 5.572 0.506
H -1.838 4.508 -1.887
H -1.101 2.474 -3.325
H -0.870 1.186 -2.187
H 0.508 1.773 -3.084

***

Entry 2:
63
Properties=species:S:1:pos:R:3 method="wB97M-V/def2-TZVPD" lumo_energy_ev=-9.187 orbital_gap_ev=5.5 charge=+2 spin_multiplicity=1
W 1.947 0.104 0.706
O 1.398 1.909 4.155
C 1.395 1.088 3.308
O 1.450 1.324 1.977
C 1.318 -0.399 3.550
C 1.262 -0.907 4.824
C 1.302 -2.287 4.990
C 1.434 -3.088 3.865
C 1.484 -2.504 2.615
N 1.397 -1.177 2.438
H 1.196 -0.222 5.658
H 1.248 -2.724 5.978
H 1.501 -4.163 3.948
H 1.589 -3.112 1.728
O 5.712 0.388 0.867
S 4.325 0.333 0.977
O 3.568 -0.776 0.150
O 3.639 0.038 2.257
O 3.468 1.469 0.463
S 1.778 0.855 -1.683
P 0.034 1.694 -0.981
S -0.641 0.404 0.483
C 0.367 3.329 -0.291
C 1.037 4.243 -1.107
C 1.256 5.527 -0.643
C 0.809 5.897 0.619
C 0.115 4.994 1.412
C -0.120 3.706 0.958
C -1.200 1.762 -2.283
C -0.811 1.859 -3.616
C -1.789 1.957 -4.593
C -3.131 1.958 -4.237
C -3.509 1.866 -2.903
C -2.544 1.766 -1.915
H 1.385 3.950 -2.091
H 1.774 6.242 -1.268
H 0.999 6.897 0.983
H -0.251 5.289 2.386
H -0.688 3.012 1.562
H 0.239 1.851 -3.886
H -1.505 2.035 -5.633
H -3.888 2.026 -5.006
H -4.556 1.877 -2.633
H -2.830 1.686 -0.872
O -4.385 -2.593 0.468
C -4.186 -3.596 -0.511
N -2.853 -3.414 -1.028
C -1.786 -4.082 -0.525
O -1.821 -5.052 0.191
C -0.454 -3.477 -0.941
C 0.291 -3.929 -2.022
C 1.528 -3.347 -2.250
C 1.956 -2.322 -1.434
N 1.234 -1.862 -0.392
C 0.060 -2.472 -0.151
H -5.200 -2.773 0.950
H -4.895 -3.484 -1.333
H -4.249 -4.598 -0.089
H -2.694 -2.558 -1.536
H -0.081 -4.721 -2.661
H 2.161 -3.683 -3.058
H 2.908 -1.848 -1.612
H -0.496 -2.160 0.720

***

Entry 3:
57
Properties=species:S:1:pos:R:3 method="wB97M-V/def2-TZVPD" lumo_energy_ev="-11.653 / -15.992" s_squared=6.06 orbital_gap_ev="7.9 / 3.7" charge=+4 spin_multiplicity=5
Ru 0.186 0.201 -1.557
O 2.362 0.185 -3.079
N 2.158 -0.059 -1.714
C 3.237 -0.410 -1.036
C 3.242 -0.636 0.380
C 4.509 -0.813 1.009
C 4.617 -0.772 2.412
C 3.471 -0.676 3.193
C 2.199 -0.681 2.584
C 2.073 -0.641 1.234
P 0.346 -0.620 0.612
C -0.451 0.802 1.336
C 0.100 2.072 1.012
C -0.453 3.238 1.528
C -1.528 3.184 2.402
C -2.110 1.929 2.716
C -1.601 0.769 2.166
C -0.418 -2.152 1.099
C -1.807 -2.313 1.065
C -2.382 -3.502 1.473
C -1.602 -4.587 1.820
C -0.210 -4.459 1.820
C 0.366 -3.266 1.440
H 2.681 -0.633 -3.501
H 4.171 -0.466 -1.594
H 5.419 -0.871 0.404
H 5.579 -0.820 2.894
H 3.527 -0.595 4.267
H 1.317 -0.666 3.237
H 1.035 2.146 0.458
H -0.023 4.190 1.325
H -1.906 4.073 2.874
H -2.988 1.936 3.364
H -2.061 -0.175 2.419
H -2.465 -1.528 0.783
H -3.449 -3.591 1.486
H -2.090 -5.498 2.151
H 0.435 -5.321 2.020
H 1.444 -3.218 1.385
N -2.732 -2.164 -1.779
C -2.879 -0.874 -2.015
N -1.899 0.036 -2.001
C -2.420 1.246 -2.503
C -3.764 1.248 -2.774
S -4.463 -0.246 -2.500
C -1.513 2.298 -2.743
C -1.747 3.606 -3.173
S -0.315 4.443 -3.393
C 0.603 3.002 -2.961
N -0.189 1.982 -2.590
N 1.909 3.006 -3.043
H -1.822 -2.535 -1.555
H -3.491 -2.845 -1.846
H -4.331 2.091 -3.144
H -2.704 4.032 -3.431
H 2.411 3.817 -3.421
H 2.416 2.101 -3.017

***

Largest force on an atom in eV Å⁻¹, matching the order above: 3.61, 3.83, 3.39
Relative energy (zero: lowest compared OMol25 entry of this formula, charge and spin) in eV, matching the order above: 0.7414, 2.5117, 0.7954